1.
{"formula": "C6H13N", "method": "the ωB97M-V functional and the def2-TZVPD basis", "smiles": "C=C(C)C[C@H](C)N", "homo_ev": -8.740, "energy_ev": -7921.5451, "elements": ["C", "C", "C", "C", "C", "C", "N", "H", "H", "H", "H", "H", "H", "H", "H", "H", "H", "H", "H", "H"], "positions_angstrom": [[0.802, -0.161, 2.105], [0.832, -0.609, 0.844], [1.271, -2.016, 0.540], [0.729, 0.360, -0.304], [-0.918, 0.475, -0.623], [-1.155, 0.195, -2.081], [-1.302, 1.743, -0.119], [0.669, 0.857, 2.384], [0.844, -0.873, 2.947], [2.126, -2.042, -0.120], [0.365, -2.530, 0.138], [1.499, -2.545, 1.473], [1.380, 0.016, -1.126], [1.242, 1.336, -0.146], [-1.261, -0.395, -0.033], [-2.189, 0.043, -2.457], [-0.799, 1.052, -2.672], [-0.587, -0.689, -2.387], [-1.674, 1.767, 0.825], [-2.022, 2.221, -0.655]]}


2.
{"formula": "CH2N3O3", "method": "the ωB97M-V functional and the def2-TZVPD basis", "homo_ev": -4.207, "energy_ev": -11681.3707, "total_charge": -1, "elements": ["C", "N", "N", "N", "O", "O", "O", "H", "H"], "positions_angstrom": [[1.778, -0.509, -0.178], [-0.540, 0.422, -0.916], [0.852, -0.348, 0.532], [-1.065, -0.234, -1.643], [-0.858, 0.764, 2.157], [2.783, -0.520, -0.832], [-1.546, -1.147, -2.182], [-1.289, 1.152, 1.430], [-0.115, 0.419, 1.633]]}


So what do the calculations give for relative energy (zero: lowest compared OMol25 entry of this formula, charge and spin)? Going down the list: 1.288, 1.379 eV.
So what do the calculations give for orbital gap? Going down the list: 0.361, 0.305 Eh.